11
Properties=species:S:1:pos:R:3:nbo_charge:R:1 method="wB97M-V/def2-TZVPD" mol_weight_da=74.08 homo_energy_ev=-8.787 smiles="C=CO.C=O" e_lumo_ev=0.619 multiplicity=1 gap_ev=9.406 energy_ha=-268.304513
C 1.032 -1.824 -1.018 -0.52
C 0.974 -0.959 0.009 0.14
O 1.094 -1.458 1.271 -0.68
H 1.237 -1.483 -2.018 0.21
H 1.077 -2.865 -0.724 0.21
H 0.457 -0.004 -0.010 0.17
H 0.765 -0.829 1.901 0.48
C -1.642 2.345 0.138 0.28
O -1.833 1.671 1.111 -0.50
H -2.303 3.213 -0.037 0.11
H -0.857 2.193 -0.624 0.11